98
Properties=species:S:1:pos:R:3:lowdin_spin:R:1 method="wB97M-V/def2-TZVPD" homo_energy_ha="-0.239 / -0.189" relative_energy_kcal_mol=34.8 lumo_ev="-0.58 / -0.60" multiplicity=5
Fe 0.252 -0.387 -0.160 3.368
C -3.122 -2.873 1.341 0.002
C -1.871 -2.448 0.638 0.011
N -1.125 -1.516 1.108 0.018
N -1.415 -1.046 2.337 0.000
C -0.609 -0.018 2.633 0.000
O 0.145 0.600 1.844 0.036
C -0.640 0.360 4.080 0.000
C -1.822 0.750 4.697 0.000
C -1.830 1.078 6.047 0.000
C -0.661 0.991 6.794 0.000
C 0.519 0.581 6.182 0.000
C 0.534 0.284 4.825 0.000
C -1.347 -3.104 -0.583 -0.002
C -1.985 -4.154 -1.238 0.000
C -1.407 -4.697 -2.376 -0.004
C -0.186 -4.214 -2.818 0.000
C 0.394 -3.184 -2.093 -0.001
N -0.179 -2.628 -1.030 0.023
H -3.756 -2.003 1.512 0.000
H -2.868 -3.260 2.331 0.000
H -3.682 -3.629 0.793 0.000
H -2.732 0.809 4.111 0.000
H -2.753 1.393 6.520 0.000
H -0.666 1.254 7.845 0.000
H 1.430 0.497 6.766 0.000
H 1.452 -0.032 4.342 0.000
H -2.923 -4.543 -0.865 0.000
H -1.909 -5.496 -2.911 0.000
H 0.304 -4.623 -3.693 0.000
H 1.363 -2.775 -2.375 0.000
Br 3.774 3.822 -4.033 0.000
C 2.587 2.830 -2.957 -0.001
C 2.548 3.060 -1.602 0.026
C 1.632 2.329 -0.867 0.013
N 0.814 1.428 -1.412 0.018
C 0.838 1.243 -2.718 -0.001
C 1.727 1.911 -3.538 0.000
C -0.248 0.348 -3.241 0.001
C -0.347 -0.019 -4.571 0.000
C -1.456 -0.745 -4.970 0.000
Br -1.581 -1.365 -6.744 0.000
C -2.462 -1.023 -4.073 0.000
C -2.252 -0.632 -2.764 0.002
N -1.154 -0.009 -2.345 0.017
H 3.199 3.786 -1.128 0.026
H 1.542 2.465 0.204 0.011
H 1.734 1.752 -4.607 0.000
H 0.423 0.236 -5.287 0.000
H -3.366 -1.535 -4.371 0.000
H -2.999 -0.847 -2.009 0.000
C 3.321 3.293 6.128 0.006
Si 2.114 4.247 5.069 0.034
C 0.464 4.368 5.925 0.006
C 2.767 5.982 4.839 0.031
Si 3.029 4.756 1.623 0.538
Te 1.759 3.025 2.888 0.047
Si 1.757 6.529 0.818 0.078
C 1.551 6.555 -1.044 0.016
C 2.500 8.159 1.363 0.014
C 0.063 6.350 1.584 0.001
Si 5.287 4.280 1.348 0.078
C 6.284 5.423 2.451 0.022
C 5.930 4.424 -0.405 0.009
C 5.537 2.527 1.943 0.002
H 3.232 3.592 7.180 0.001
H 4.354 3.469 5.810 0.000
H 3.129 2.218 6.065 0.000
H 0.588 4.648 6.979 0.001
H -0.070 3.414 5.888 0.000
H -0.167 5.120 5.439 0.000
H 2.888 6.467 5.818 0.001
H 2.069 6.585 4.246 0.004
H 3.736 5.992 4.327 0.015
H 2.512 6.616 -1.569 0.000
H 0.950 7.420 -1.344 0.002
H 1.037 5.651 -1.391 0.000
H 3.527 8.280 1.000 0.000
H 2.522 8.232 2.454 0.001
H 1.908 9.000 0.980 0.002
H -0.327 5.338 1.434 0.000
H -0.647 7.058 1.139 0.000
H 0.094 6.531 2.664 0.000
H 6.100 6.478 2.220 0.001
H 7.360 5.237 2.337 0.003
H 6.027 5.261 3.503 0.001
H 5.602 5.348 -0.896 0.000
H 5.589 3.581 -1.018 0.000
H 7.025 4.420 -0.406 0.001
H 5.390 2.457 3.026 0.000
H 6.550 2.175 1.711 0.000
H 4.823 1.843 1.472 0.001
Cl 2.984 -4.406 0.354 -0.030
C 3.794 -2.818 0.555 -0.076
Cl 4.350 -2.629 2.236 -0.026
Cl 5.267 -2.832 -0.523 -0.076
C 2.884 -1.776 0.224 -0.200
N 2.039 -0.997 -0.008 -0.072